No. 1
Below is a cluster of 2 separate species, H3NO4P in total at a distorted geometry, with properties calculated with ωB97M-V/def2-TZVPD.

Element x y z (Å)
1 N -0.305 0.564 -1.441
2 O 1.740 0.815 0.238
3 O 0.306 -1.999 -0.050
4 O -0.625 0.346 1.308
5 O -0.580 1.790 1.029
6 P 0.292 0.803 -0.007
7 H -1.315 0.575 -1.399
8 H 0.080 -1.739 0.850
9 H 0.408 -1.153 -0.529

Calculated values
Energy above the lowest of the compared OMol25 structures with the same formula, charge and spin   42.7 kcal per mole
F_max   2.5 eV/Å
HOMO-LUMO gap   9.24 eV
Total charge   -1



No. 2
Below is a cluster of 2 separate species, C2H2ClNO in total at a distorted geometry, with properties calculated with ωB97M-V/def2-TZVPD.

Element x y z (Å)
1 C -1.495 0.201 -0.422
2 C 1.777 -0.488 0.469
3 N -1.696 0.306 0.747
4 O -1.363 -0.192 -1.491
5 Cl 1.613 0.140 -1.028
6 H 2.810 -1.121 0.411
7 H -1.644 1.154 1.314

Calculated values
Energy above the lowest of the compared OMol25 structures with the same formula, charge and spin   0.0 kcal per mole
Spin multiplicity   3
F_max   4.2 eV/Å
HOMO-LUMO gap (alpha / beta)   9.17 / 9.64 eV
Expectation value of S²   2.007



No. 3
Below is a structure of composition C40H90F3InN3O8 at a distorted geometry, with properties calculated with ωB97M-V/def2-TZVPD.

Element x y z (Å)
1 C -13.143 3.026 0.943
2 O -12.811 3.801 -0.190
3 C -11.481 4.308 -0.073
4 C -11.291 5.564 -0.928
5 C -11.827 5.432 -2.368
6 C -10.702 5.177 -3.431
7 C -10.867 3.791 -4.083
8 C -10.304 3.695 -5.511
9 C -8.767 3.729 -5.579
10 C -8.089 2.385 -5.243
11 C -6.601 2.657 -4.909
12 C -5.713 1.392 -4.926
13 In -3.580 1.777 -5.539
14 C -2.100 0.365 -4.605
15 C -1.072 1.072 -3.644
16 C 0.372 0.750 -4.075
17 C 1.390 1.412 -3.088
18 C 2.227 0.376 -2.314
19 C 2.693 0.902 -0.943
20 C 4.025 1.683 -1.002
21 C 4.155 2.618 0.225
22 C 5.396 2.360 1.109
23 O 5.826 1.011 1.128
24 C 5.071 0.195 2.000
25 C -3.012 3.964 -5.245
26 F -1.691 4.276 -5.207
27 F -3.556 4.534 -4.134
28 F -3.476 4.717 -6.285
29 H -13.761 2.166 0.670
30 H -12.257 2.631 1.451
31 H -13.707 3.620 1.673
32 H -10.800 3.502 -0.383
33 H -11.257 4.574 0.967
34 H -10.221 5.789 -0.917
35 H -11.782 6.385 -0.395
36 H -12.602 4.670 -2.443
37 H -12.298 6.388 -2.616
38 H -9.739 5.308 -2.936
39 H -10.813 5.950 -4.197
40 H -10.453 3.028 -3.413
41 H -11.939 3.571 -4.151
42 H -10.693 4.547 -6.084
43 H -10.723 2.791 -5.967
44 H -8.394 4.523 -4.924
45 H -8.487 3.999 -6.602
46 H -8.572 1.883 -4.397
47 H -8.132 1.735 -6.120
48 H -6.543 3.203 -3.962
49 H -6.211 3.345 -5.671
50 H -6.113 0.660 -5.635
51 H -5.678 0.924 -3.933
52 H -3.513 1.467 -7.319
53 H -2.594 -0.469 -4.094
54 H -1.503 -0.065 -5.418
55 H -1.234 2.151 -3.651
56 H -1.204 0.658 -2.638
57 H 0.547 1.059 -5.108
58 H 0.525 -0.334 -4.019
59 H 2.006 2.113 -3.657
60 H 0.802 1.953 -2.341
61 H 3.052 -0.041 -2.899
62 H 1.545 -0.460 -2.100
63 H 1.922 1.528 -0.485
64 H 2.851 0.056 -0.262
65 H 4.108 2.291 -1.907
66 H 4.835 0.951 -1.059
67 H 4.253 3.642 -0.152
68 H 3.264 2.622 0.856
69 H 6.261 2.965 0.823
70 H 5.153 2.670 2.137
71 H 4.604 -0.592 1.395
72 H 5.702 -0.309 2.741
73 H 4.306 0.738 2.562
74 C 6.527 -3.166 3.005
75 O 5.827 -2.613 4.105
76 C 4.486 -3.081 4.231
77 C 4.321 -4.035 5.399
78 N 4.986 -5.313 5.147
79 C 5.141 -6.162 6.327
80 C 5.901 -5.620 7.539
81 O 7.297 -5.465 7.351
82 C 7.689 -4.295 6.656
83 H 7.424 -2.568 2.846
84 H 6.841 -4.197 3.199
85 H 5.925 -3.135 2.093
86 H 4.132 -3.524 3.296
87 H 3.874 -2.199 4.432
88 H 3.260 -4.212 5.559
89 H 4.720 -3.532 6.287
90 H 5.903 -5.139 4.760
91 H 5.658 -7.066 5.996
92 H 4.144 -6.472 6.656
93 H 5.801 -6.365 8.333
94 H 5.463 -4.696 7.934
95 H 7.050 -3.442 6.894
96 H 7.706 -4.466 5.577
97 H 8.708 -4.057 6.962
98 C -2.013 -0.359 4.862
99 O -1.752 -0.097 6.230
100 C -2.517 -0.879 7.139
101 C -1.669 -1.937 7.822
102 N -1.268 -2.989 6.895
103 C -0.208 -3.871 7.383
104 C 1.135 -3.265 7.792
105 O 1.915 -2.762 6.722
106 C 1.537 -1.476 6.255
107 H -1.573 0.451 4.282
108 H -1.557 -1.298 4.531
109 H -3.087 -0.387 4.658
110 H -3.390 -1.319 6.648
111 H -2.880 -0.190 7.907
112 H -2.249 -2.384 8.635
113 H -0.805 -1.423 8.261
114 H -0.956 -2.566 6.032
115 H -0.010 -4.592 6.585
116 H -0.602 -4.441 8.231
117 H 1.730 -4.077 8.222
118 H 1.038 -2.512 8.583
119 H 1.193 -0.829 7.065
120 H 0.775 -1.549 5.476
121 H 2.417 -1.018 5.802
122 C 8.726 -2.610 -2.491
123 O 9.086 -2.127 -3.771
124 C 8.704 -2.971 -4.852
125 C 7.543 -2.389 -5.639
126 N 6.303 -2.422 -4.875
127 C 5.213 -1.613 -5.426
128 C 5.432 -0.113 -5.630
129 O 5.523 0.641 -4.436
130 C 6.780 0.610 -3.787
131 H 9.277 -2.028 -1.753
132 H 7.657 -2.482 -2.291
133 H 8.993 -3.664 -2.373
134 H 8.485 -3.985 -4.505
135 H 9.570 -3.027 -5.517
136 H 7.411 -2.974 -6.555
137 H 7.826 -1.369 -5.924
138 H 6.487 -2.104 -3.934
139 H 4.365 -1.728 -4.747
140 H 4.912 -2.052 -6.383
141 H 4.545 0.267 -6.142
142 H 6.280 0.108 -6.289
143 H 7.611 0.580 -4.496
144 H 6.836 -0.233 -3.094
145 H 6.866 1.521 -3.192

Calculated values
F_max   1.6 eV/Å
HOMO-LUMO gap   6.29 eV
Total charge   -1



No. 4
Below is the molecule C29H27F3N2O5S at a distorted geometry, with properties calculated with ωB97M-V/def2-TZVPD.

Element x y z (Å)
1 C 0.398 -0.759 4.984
2 O -0.535 -0.287 3.989
3 C -1.642 -1.015 3.722
4 C -1.932 -2.292 4.248
5 C -3.061 -2.975 3.797
6 C -3.925 -2.420 2.859
7 C -3.633 -1.137 2.342
8 O -4.262 -0.527 1.306
9 C -5.253 -1.266 0.569
10 C -2.517 -0.438 2.800
11 N -2.197 0.819 2.189
12 C -1.045 1.087 1.511
13 C -0.118 0.053 1.092
14 C 1.119 0.594 0.532
15 C 1.730 -0.076 -0.568
16 C 3.051 0.484 -0.942
17 C 3.991 -0.246 -1.745
18 C 5.187 0.341 -2.196
19 C 5.508 1.645 -1.780
20 C 4.674 2.307 -0.877
21 C 3.407 1.784 -0.547
22 O -0.345 -1.144 1.262
23 N -1.172 2.375 1.069
24 C -0.233 3.135 0.286
25 C -2.346 2.949 1.566
26 C -3.002 1.968 2.235
27 H 1.129 0.046 5.067
28 H -0.099 -0.926 5.951
29 H 0.884 -1.686 4.646
30 H -1.261 -2.741 4.986
31 H -3.284 -3.960 4.202
32 H -4.798 -2.960 2.487
33 H -5.588 -0.567 -0.195
34 H -4.820 -2.161 0.099
35 H -6.096 -1.558 1.211
36 H 1.665 1.324 1.144
37 H 1.562 -1.269 -0.126
38 H 3.767 -1.274 -2.187
39 H 5.875 -0.238 -2.893
40 H 6.475 2.066 -2.076
41 H 4.964 3.246 -0.406
42 H 2.655 2.433 -0.035
43 H -0.656 4.145 0.068
44 H 0.723 3.259 0.826
45 H -0.028 2.611 -0.658
46 H -2.645 4.015 1.401
47 H -3.973 1.966 2.782
48 F -0.723 -4.448 -1.164
49 C 0.354 -3.630 -1.165
50 F 0.766 -3.395 0.122
51 F 1.391 -4.216 -1.846
52 S -0.144 -1.949 -2.020
53 C 1.284 -0.800 -1.743
54 C 1.044 0.229 -2.869
55 C 2.004 0.367 -3.892
56 C 1.782 1.193 -4.981
57 C 0.559 1.884 -5.030
58 C -0.457 1.717 -4.030
59 C -0.174 0.961 -2.872
60 O -0.239 -2.330 -3.422
61 O -1.223 -1.394 -1.225
62 H 2.022 -1.529 -2.130
63 H 2.884 -0.273 -3.904
64 H 2.583 1.339 -5.738
65 H 0.344 2.519 -5.910
66 H -1.441 2.200 -4.100
67 H -0.914 0.823 -2.080

Calculated values
Energy above the lowest of the compared OMol25 structures with the same formula, charge and spin   63.1 kcal per mole
F_max   6.4 eV/Å
HOMO-LUMO gap   6.10 eV



No. 5
Below is the molecule C4H9NO, with properties calculated with ωB97M-V/def2-TZVPD.

Element x y z (Å)
1 C 1.023 -0.884 0.650
2 C 0.185 -0.108 -0.366
3 C -0.677 -1.027 -1.224
4 N -0.669 0.878 0.292
5 C -0.175 2.043 0.780
6 O 0.981 2.404 0.667
7 H 1.683 -1.596 0.141
8 H 0.376 -1.444 1.337
9 H 1.647 -0.196 1.227
10 H 0.869 0.460 -1.006
11 H -1.246 -0.462 -1.969
12 H -1.387 -1.590 -0.604
13 H -0.049 -1.755 -1.747
14 H -1.616 0.624 0.531
15 H -0.946 2.653 1.290

Calculated values
Energy above the lowest of the compared OMol25 structures with the same formula, charge and spin   7.7 kcal per mole
F_max   0.4 eV/Å
HOMO-LUMO gap   10.67 eV
SMILES   CC(C)NC=O



No. 6
Below is a cluster of 11 separate species, C28H64N8O17 in total at a distorted geometry, with properties calculated with ωB97M-V/def2-TZVPD.

Element x y z (Å)
1 C -12.686 10.138 0.001
2 O -11.653 10.282 -0.974
3 C -11.797 9.549 -2.142
4 O -12.607 8.704 -2.455
5 O -10.811 9.967 -2.977
6 C -10.579 9.479 -4.329
7 H -13.607 9.756 -0.441
8 H -12.866 11.032 0.598
9 H -12.309 9.292 0.576
10 H -10.902 8.438 -4.316
11 H -9.504 9.369 -4.467
12 H -11.011 10.049 -5.151
13 C -9.099 7.164 -11.820
14 O -9.602 8.208 -12.615
15 C -10.633 9.031 -12.275
16 O -11.278 8.939 -11.177
17 O -10.834 9.857 -13.299
18 C -11.874 10.800 -13.230
19 H -9.966 6.574 -11.523
20 H -8.630 7.477 -10.887
21 H -8.411 6.557 -12.408
22 H -11.743 11.349 -14.163
23 H -11.872 11.507 -12.401
24 H -12.844 10.302 -13.209
25 C -8.553 2.021 -4.997
26 O -7.665 1.055 -4.318
27 C -7.822 0.792 -3.038
28 O -8.867 1.005 -2.396
29 O -6.584 0.374 -2.638
30 C -6.352 -0.138 -1.331
31 H -9.358 1.555 -5.564
32 H -7.973 2.653 -5.669
33 H -8.956 2.752 -4.296
34 H -6.565 0.600 -0.557
35 H -5.294 -0.397 -1.311
36 H -7.004 -0.948 -1.004
37 C -12.699 1.616 -3.525
38 N -13.202 2.267 -4.679
39 C -13.071 3.578 -4.855
40 C -13.802 4.127 -6.142
41 O -12.514 4.346 -4.119
42 H -11.862 1.015 -3.882
43 H -13.388 0.854 -3.161
44 H -12.399 2.294 -2.727
45 H -13.267 1.709 -5.519
46 H -13.324 3.653 -7.000
47 H -13.657 5.201 -6.260
48 H -14.830 3.766 -6.182
49 C -1.019 8.340 -6.588
50 N -1.811 7.663 -5.455
51 C -3.126 7.558 -5.548
52 C -3.694 6.984 -4.341
53 O -3.839 7.840 -6.576
54 H -1.318 8.256 -7.633
55 H -0.107 7.750 -6.666
56 H -0.518 9.238 -6.224
57 H -1.281 7.625 -4.596
58 H -3.107 7.258 -3.465
59 H -3.552 5.907 -4.245
60 H -4.774 7.117 -4.286
61 C -7.149 7.004 -7.315
62 N -8.273 6.237 -7.064
63 C -8.935 6.276 -5.960
64 C -10.292 5.655 -6.031
65 O -8.509 6.630 -4.868
66 H -7.359 8.036 -7.033
67 H -7.094 7.041 -8.403
68 H -6.256 6.580 -6.855
69 H -8.552 5.626 -7.818
70 H -10.842 6.150 -6.832
71 H -10.869 5.957 -5.157
72 H -10.292 4.566 -6.052
73 C -13.524 6.157 0.143
74 C -12.474 5.369 -0.661
75 N -11.938 5.878 -1.777
76 O -12.108 4.323 -0.181
77 H -14.439 5.568 0.201
78 H -13.555 7.109 -0.386
79 H -13.277 6.333 1.190
80 H -12.394 6.694 -2.159
81 H -11.352 5.334 -2.394
82 C -6.739 9.546 -4.192
83 C -5.957 10.030 -2.977
84 N -5.774 11.278 -2.763
85 O -5.542 9.192 -2.257
86 H -7.333 10.318 -4.682
87 H -7.559 8.910 -3.858
88 H -6.084 9.061 -4.915
89 H -5.184 11.590 -2.005
90 H -6.057 11.796 -3.583
91 C -7.413 4.560 -2.404
92 C -6.680 5.875 -2.127
93 N -7.385 7.019 -1.890
94 O -5.430 5.926 -2.016
95 H -7.101 4.031 -3.304
96 H -8.481 4.711 -2.560
97 H -7.355 3.941 -1.509
98 H -6.721 7.763 -1.731
99 H -8.075 7.043 -2.627
100 C -8.683 11.110 -9.759
101 C -8.880 10.148 -8.567
102 N -9.793 9.266 -8.841
103 O -8.452 10.376 -7.472
104 H -7.838 10.758 -10.350
105 H -8.381 12.126 -9.503
106 H -9.568 11.119 -10.396
107 H -10.169 9.120 -9.767
108 H -9.978 8.574 -8.129
109 C -10.500 3.250 -9.136
110 C -9.046 3.719 -9.166
111 N -8.124 2.863 -9.051
112 O -8.739 4.875 -9.207
113 H -10.851 2.608 -9.944
114 H -11.147 4.121 -9.240
115 H -10.765 2.830 -8.165
116 H -8.461 1.985 -9.419
117 H -7.136 3.054 -8.969

Calculated values
Energy above the lowest of the compared OMol25 structures with the same formula, charge and spin   0.0 kcal per mole
F_max   5.9 eV/Å
HOMO-LUMO gap   8.24 eV
SMILES   COC(=O)OC.COC(=O)OC.COC(=O)OC.CNC(C)=O.CNC(C)=O.CNC(C)=O.CC(N)=O.CC(N)=O.CC(N)=O.CC(N)=O.CC(N)=O



No. 7
Below is the molecule C5H14N2O at a distorted geometry, with properties calculated with ωB97M-V/def2-TZVPD.

Element x y z (Å)
1 C -0.387 1.105 -2.324
2 N -0.264 -0.081 -1.451
3 C -0.377 -1.300 -2.227
4 C 0.887 0.018 -0.544
5 C 0.398 0.448 0.845
6 N 1.542 0.424 1.766
7 C -0.770 -0.405 1.355
8 O -1.008 -0.127 2.737
9 H -0.689 1.908 -1.652
10 H 0.550 1.291 -2.861
11 H -1.155 0.954 -3.078
12 H -1.406 -1.334 -2.587
13 H 0.335 -1.449 -3.058
14 H -0.190 -2.180 -1.600
15 H 1.610 0.746 -0.922
16 H 1.369 -0.956 -0.453
17 H 0.080 1.496 0.812
18 H 1.206 0.214 2.691
19 H 2.236 -0.249 1.480
20 H -1.658 -0.217 0.756
21 H -0.508 -1.464 1.321
22 H -1.420 0.738 2.806

Calculated values
Energy above the lowest of the compared OMol25 structures with the same formula, charge and spin   49.1 kcal per mole
F_max   1.2 eV/Å
HOMO-LUMO gap   9.45 eV
SMILES   CN(C)C[C@H](N)CO



No. 8
Below is a structure of composition C34H41MgN7O5STe, with properties calculated with ωB97M-V/def2-TZVPD.

Element x y z (Å)
1 Mg 0.365 -0.022 0.058
2 C 2.926 3.267 0.978
3 C 2.153 1.987 0.847
4 N 1.156 1.869 0.044
5 O 0.856 3.013 -0.707
6 C 2.515 0.836 1.659
7 C 3.580 0.903 2.708
8 N 1.783 -0.247 1.509
9 O 1.955 -1.233 2.301
10 H 3.862 3.184 0.421
11 H 3.165 3.455 2.022
12 H 2.353 4.097 0.576
13 H 0.134 2.713 -1.269
14 H 4.453 1.460 2.364
15 H 3.866 -0.120 2.951
16 H 3.205 1.368 3.626
17 N -2.403 -4.559 5.827
18 C -2.187 -3.396 5.084
19 C -0.892 -3.005 4.747
20 C -0.666 -1.827 4.056
21 C -1.746 -1.036 3.692
22 C -3.041 -1.409 4.021
23 C -3.262 -2.585 4.714
24 S -1.479 0.496 2.839
25 O -2.697 1.258 2.969
26 O -0.264 1.078 3.340
27 N -1.211 0.176 1.269
28 C -2.108 -0.461 0.497
29 N -3.194 -1.091 0.985
30 C -3.960 -1.709 0.104
31 C -3.705 -1.727 -1.261
32 C -2.568 -1.053 -1.668
33 N -1.775 -0.418 -0.820
34 H -1.679 -5.255 5.753
35 H -3.329 -4.946 5.754
36 H -0.055 -3.632 5.035
37 H 0.337 -1.527 3.775
38 H -3.858 -0.770 3.720
39 H -4.270 -2.888 4.972
40 H -4.827 -2.222 0.513
41 H -4.344 -2.248 -1.957
42 H -2.275 -1.013 -2.714
43 C 1.212 1.097 -3.427
44 C 1.062 -0.356 -2.990
45 O 0.895 -1.199 -3.904
46 N 1.120 -0.598 -1.693
47 Te 0.645 -2.705 -1.472
48 C 0.695 -4.937 -2.071
49 C 1.786 -5.593 -2.651
50 C 3.095 -4.898 -2.916
51 C 1.659 -6.928 -3.034
52 C 0.469 -7.624 -2.891
53 C 0.352 -9.069 -3.300
54 C -0.625 -6.942 -2.374
55 C -0.533 -5.612 -1.981
56 C -1.773 -4.924 -1.462
57 C 2.287 -3.024 -0.164
58 C 3.544 -2.460 -0.395
59 C 3.881 -1.610 -1.593
60 C 4.566 -2.697 0.524
61 C 4.381 -3.489 1.641
62 C 5.484 -3.703 2.643
63 C 3.130 -4.058 1.840
64 C 2.074 -3.819 0.975
65 C 0.722 -4.378 1.330
66 H 1.705 1.116 -4.397
67 H 1.777 1.682 -2.704
68 H 0.217 1.534 -3.546
69 H 2.913 -3.946 -3.417
70 H 3.734 -5.511 -3.552
71 H 3.629 -4.692 -1.989
72 H 2.518 -7.432 -3.467
73 H 1.278 -9.423 -3.752
74 H -0.455 -9.208 -4.023
75 H 0.132 -9.701 -2.436
76 H -1.576 -7.460 -2.282
77 H -2.627 -5.603 -1.475
78 H -2.019 -4.058 -2.079
79 H -1.637 -4.561 -0.441
80 H 3.218 -1.802 -2.433
81 H 4.909 -1.800 -1.905
82 H 3.785 -0.551 -1.343
83 H 5.538 -2.246 0.345
84 H 6.441 -3.352 2.257
85 H 5.580 -4.759 2.904
86 H 5.268 -3.153 3.561
87 H 2.958 -4.669 2.720
88 H 0.787 -4.978 2.239
89 H 0.325 -5.006 0.532
90 H 0.018 -3.563 1.517

Calculated values
Spin multiplicity   2
F_max   0.8 eV/Å
HOMO-LUMO gap (alpha / beta)   6.37 / 6.77 eV
Total charge   -1
Expectation value of S²   0.761



- Look up the F_max of the second one.
  4.2 eV/Å



- Look up the F_max of the eighth one.
  0.8 eV/Å



- Among the records above, which one has the highest F_max?
  C29H27F3N2O5S



- Which value of F_max does entry 6 give?
  5.9 eV/Å